Version i
{
  "formula": "C5H9Cl2N",
  "method": "ωB97M-V/def2-TZVPD",
  "lumo_ev": [-0.82, 0.31],
  "homo_ev": [-7.91, -8.51],
  "charge": 0,
  "elements": ["C", "C", "C", "C", "C", "N", "Cl", "Cl", "H", "H", "H", "H", "H", "H", "H", "H", "H"],
  "xyz": [[-1.530, 0.452, -0.272], [0.266, 1.974, 0.687], [0.859, -2.206, 0.118], [-0.541, 0.758, 0.746], [1.166, -0.919, -0.600], [-1.806, 1.219, -1.249], [-2.415, -1.045, 0.154], [2.614, -0.044, -0.423], [1.246, 2.143, 1.019], [0.320, 2.483, -0.255], [-0.355, 2.734, 1.297], [1.506, -2.497, 0.858], [-0.106, -2.097, 0.580], [0.720, -3.072, -0.504], [-0.269, -0.177, 1.322], [0.578, -0.464, -1.435], [-2.253, 0.759, -2.042]]
}

Version ii
{
  "formula": "C5H9Cl2N",
  "method": "ωB97M-V/def2-TZVPD",
  "lumo_ev": 0.83,
  "smiles": "CC(Cl)(Cl)C1CNC1",
  "homo_ev": -9.38,
  "charge": 0,
  "elements": ["C", "C", "C", "C", "C", "H", "H", "H", "H", "H", "H", "H", "H", "H", "N", "Cl", "Cl"],
  "xyz": [[0.169, -1.594, 1.028], [0.211, -1.288, -0.447], [0.085, 0.212, -0.809], [0.896, 1.275, 0.075], [-1.162, 0.971, -0.315], [0.102, -2.686, 1.209], [1.051, -1.138, 1.421], [-0.731, -1.039, 1.343], [0.237, 0.354, -1.877], [1.178, 1.058, 1.106], [1.817, 1.632, -0.406], [-0.516, 2.645, 0.802], [-1.855, 1.141, -1.100], [-1.744, 0.482, 0.477], [-0.273, 2.116, -0.041], [1.688, -2.013, -1.205], [-1.153, -2.126, -1.261]]
}

version ii ends up most stable, edging out the next structure by 278.4 kJ/mol.

Version i
{
  "formula": "C4H10OS",
  "method": "ωB97M-V/def2-TZVPD",
  "lumo_ev": 0.71,
  "smiles": "C1CCSC1.O",
  "homo_ev": -8.43,
  "charge": 0,
  "elements": ["S", "C", "C", "C", "C", "H", "H", "H", "H", "H", "H", "H", "H", "O", "H", "H"],
  "xyz": [[0.408, -1.500, -0.893], [0.000, 0.000, 0.000], [-0.102, -2.647, 0.484], [0.044, -0.326, 1.478], [-0.557, -1.736, 1.585], [0.673, 0.839, -0.261], [-1.035, 0.312, -0.239], [-0.784, -3.447, 0.137], [0.836, -3.128, 0.823], [1.057, -0.397, 1.918], [-0.499, 0.478, 2.010], [-1.643, -1.561, 1.459], [-0.404, -2.210, 2.573], [3.188, 2.217, -0.281], [3.019, 1.853, -1.179], [3.645, 1.491, 0.199]]
}

Version ii
{
  "formula": "C4H10OS",
  "method": "ωB97M-V/def2-TZVPD",
  "lumo_ev": 0.79,
  "smiles": "C=CO.CSC",
  "homo_ev": -8.25,
  "charge": 0,
  "elements": ["C", "S", "C", "H", "H", "H", "H", "H", "H", "C", "C", "O", "H", "H", "H", "H"],
  "xyz": [[0.676, -1.951, 1.433], [-0.991, -1.694, 2.083], [-1.645, -0.471, 0.893], [1.378, -1.170, 1.726], [0.644, -2.019, 0.355], [0.977, -2.910, 1.867], [-2.630, -0.218, 1.281], [-1.004, 0.407, 0.904], [-1.683, -0.926, -0.086], [0.031, 2.094, -1.931], [0.745, 1.591, -0.940], [1.334, 0.345, -0.957], [-0.375, 3.094, -1.869], [0.011, 1.590, -2.893], [0.931, 2.079, 0.003], [1.601, 0.159, -1.870]]
}

version i ends up most stable, edging out the next structure by 98.2 kJ/mol.

Version i
{
  "formula": "C4H10OS",
  "method": "ωB97M-V/def2-TZVPD",
  "lumo_ev": 0.76,
  "smiles": "C=CO.CSC",
  "homo_ev": -8.42,
  "charge": 0,
  "elements": ["C", "S", "C", "H", "H", "H", "H", "H", "H", "C", "C", "O", "H", "H", "H", "H"],
  "xyz": [[2.284, 0.405, 2.694], [0.819, -0.628, 3.270], [-0.288, -0.329, 1.906], [2.252, 1.425, 3.080], [3.161, -0.024, 3.169], [2.290, 0.239, 1.625], [-0.115, -0.856, 0.961], [-0.420, 0.736, 1.644], [-1.255, -0.585, 2.338], [-2.010, 0.531, -2.817], [-1.206, -0.494, -3.168], [0.018, -0.742, -2.572], [-3.090, 0.439, -2.726], [-1.536, 1.473, -2.542], [-1.586, -1.319, -3.759], [0.680, -0.271, -3.103]]
}

Version ii
{
  "formula": "C4H10OS",
  "method": "ωB97M-V/def2-TZVPD",
  "lumo_ev": 0.66,
  "smiles": "C=CO.CCS",
  "homo_ev": -8.79,
  "charge": 0,
  "elements": ["C", "C", "S", "H", "H", "H", "H", "H", "H", "C", "C", "O", "H", "H", "H", "H"],
  "xyz": [[0.121, 2.094, -1.648], [-0.081, 1.747, -0.171], [1.342, 1.129, 0.779], [0.622, 3.058, -1.779], [-0.803, 2.310, -2.199], [0.598, 1.265, -2.166], [-0.556, 2.551, 0.390], [-0.875, 0.990, -0.201], [1.315, -0.077, 0.208], [-0.493, -2.454, 1.957], [-0.317, -1.944, 0.737], [0.770, -2.083, -0.086], [-1.439, -2.036, 2.277], [0.193, -3.093, 2.483], [-0.980, -1.146, 0.415], [0.583, -2.311, -0.995]]
}

Version iii
{
  "formula": "C4H10OS",
  "method": "ωB97M-V/def2-TZVPD",
  "lumo_ev": 0.88,
  "smiles": "CC=O.CCS",
  "homo_ev": -8.87,
  "charge": 0,
  "elements": ["C", "C", "S", "H", "H", "H", "H", "H", "H", "O", "C", "C", "H", "H", "H", "H"],
  "xyz": [[-1.244, 2.793, 0.554], [-0.424, 1.475, 0.542], [-1.314, -0.087, 0.595], [-0.983, 3.316, 1.465], [-1.084, 3.346, -0.365], [-2.297, 2.566, 0.672], [0.274, 1.460, 1.373], [0.165, 1.489, -0.377], [-2.056, 0.104, -0.503], [1.761, -1.104, 0.680], [1.322, -2.137, 0.267], [1.239, -2.511, -1.196], [0.915, -2.905, 0.956], [0.760, -1.726, -1.774], [2.223, -2.605, -1.653], [0.744, -3.476, -1.236]]
}

version iii ends up most stable, edging out the next structure by 74.8 kJ/mol.

Version i
{
  "formula": "C4H10OS",
  "method": "ωB97M-V/def2-TZVPD",
  "lumo_ev": 0.80,
  "smiles": "C=CO.CCS",
  "homo_ev": -8.37,
  "charge": 0,
  "elements": ["C", "C", "S", "H", "H", "H", "H", "H", "H", "C", "C", "O", "H", "H", "H", "H"],
  "xyz": [[-0.510, 0.210, 2.327], [-0.427, -1.339, 1.941], [0.524, -1.615, 0.414], [-0.682, 0.830, 1.536], [-1.348, 0.246, 2.971], [0.524, 0.477, 2.662], [-1.432, -1.776, 1.808], [0.018, -1.977, 2.764], [1.855, -1.341, 0.823], [0.835, 0.173, -2.014], [-0.144, 1.060, -2.473], [0.183, 2.379, -3.010], [0.394, -0.843, -1.924], [1.818, 0.371, -1.584], [-1.194, 0.796, -2.450], [-0.415, 2.349, -3.791]]
}

Version ii
{
  "formula": "C4H10OS",
  "method": "ωB97M-V/def2-TZVPD",
  "lumo_ev": 0.78,
  "smiles": "CC=O.CCS",
  "homo_ev": -9.16,
  "charge": 0,
  "elements": ["C", "C", "S", "H", "H", "H", "H", "H", "H", "O", "C", "C", "H", "H", "H", "H"],
  "xyz": [[3.191, 1.872, 0.986], [1.787, 1.383, 1.289], [0.547, 2.058, 0.056], [3.369, 2.958, 1.146], [3.727, 1.425, 0.132], [3.698, 1.284, 1.820], [1.762, 0.312, 1.127], [1.533, 1.558, 2.339], [0.579, 3.384, 0.234], [-2.060, -3.628, -0.203], [-2.033, -2.440, -0.423], [-2.441, -2.048, -1.794], [-1.871, -1.641, 0.393], [-2.915, -2.865, -2.310], [-1.551, -1.596, -2.375], [-3.154, -1.217, -1.823]]
}

Version iii
{
  "formula": "C4H10OS",
  "method": "ωB97M-V/def2-TZVPD",
  "lumo_ev": 0.90,
  "smiles": "OCCCCS",
  "homo_ev": -9.13,
  "charge": 0,
  "elements": ["C", "O", "C", "C", "C", "S", "H", "H", "H", "H", "H", "H", "H", "H", "H", "H"],
  "xyz": [[-2.167, -1.013, -0.552], [-2.777, -1.558, -1.733], [-0.783, -0.358, -0.576], [-0.121, 0.012, 0.794], [0.773, 1.271, 0.745], [2.519, 0.746, 0.697], [-2.045, -1.735, 0.257], [-2.936, -0.271, -0.308], [-2.073, -1.546, -2.456], [-0.074, -1.096, -1.154], [-0.873, 0.523, -1.252], [-0.917, 0.302, 1.390], [0.429, -0.766, 1.305], [0.569, 1.916, 1.673], [0.644, 1.812, -0.200], [2.975, 1.920, 0.986]]
}

version iii ends up most stable, edging out the next structure by 8.3 kJ/mol.

Version i
{
  "formula": "CH6N2O",
  "method": "ωB97M-V/def2-TZVPD",
  "lumo_ev": 0.62,
  "smiles": "[H]/N=C\\N.O",
  "homo_ev": -9.60,
  "charge": 0,
  "elements": ["N", "C", "N", "H", "H", "H", "H", "H", "H", "O"],
  "xyz": [[1.244, -1.712, -0.389], [0.872, -1.232, 0.836], [-0.137, -1.457, 1.569], [1.994, -1.234, -0.869], [0.634, -2.223, -1.002], [1.604, -0.540, 1.261], [-0.855, -1.974, 1.044], [-1.737, 4.029, -0.300], [-1.619, 2.730, -1.021], [-2.001, 3.613, -1.129]]
}

Version ii
{
  "formula": "CH6N2O",
  "method": "ωB97M-V/def2-TZVPD",
  "lumo_ev": [-0.21, -0.06],
  "homo_ev": [-9.06, -9.57],
  "charge": 0,
  "elements": ["C", "N", "N", "O", "H", "H", "H", "H", "H", "H"],
  "xyz": [[-0.358, -0.264, -1.370], [0.931, 0.895, 1.624], [0.015, -0.485, -0.049], [-0.090, 0.760, 0.658], [-0.819, -1.168, -1.779], [-1.064, 0.500, -1.474], [0.557, 0.224, -1.812], [1.820, 0.518, 1.180], [0.593, 0.420, 2.478], [-1.586, -1.401, 0.544]]
}

version i ends up most stable, edging out the next structure by 660.6 kJ/mol.